13
Properties=species:S:1:pos:R:3:forces:R:3 method="wB97M-V/def2-TZVPD" homo_energy_ev=-9.39 mol_weight_g_mol=197.1 energy_ev=-89197.59561 homo_lumo_gap_ev=9.34 lumo_ev=-0.04 relative_energy_kj_mol=305.4
C 0.94953 -0.95067 0.05919 5.48 4.32 -2.88
C -0.38378 -0.64786 0.45572 0.34 -0.32 0.76
C -0.83920 0.90360 0.73460 2.06 -0.27 -2.47
C 1.75723 0.08595 -0.48510 -3.08 -1.25 2.16
O -2.82770 -0.47026 -0.19279 -0.61 -0.51 0.03
O -1.49743 0.39499 -2.02817 1.62 -0.22 0.61
S -1.54842 -0.00399 -0.64623 -3.14 1.39 1.21
Br 3.59891 0.01925 -0.70676 0.10 -0.22 -0.29
H 1.47202 -1.88629 0.14424 -0.53 -0.53 0.31
H -0.62241 -1.48916 1.10827 -1.36 0.61 0.05
H -0.05504 1.66956 0.49499 -0.61 -1.10 0.04
H -1.32007 1.24960 1.60720 -1.23 -0.45 0.78
H 1.31636 1.12527 -0.54515 0.94 -1.45 -0.31